1.
Formula: C2H27O12
Source: the Open Molecules 2025 dataset
Level of theory: ωB97M-V/def2-TZVPD

Element x y z (Å)
C: 0.520 -0.050 -0.673
C: -0.567 0.660 -1.505
O: -1.524 1.107 -0.611
H: 1.324 -0.385 -1.351
H: 0.073 -0.877 -0.185
H: 0.952 0.404 0.136
H: -1.009 0.059 -2.336
H: -0.139 1.534 -1.950
O: -2.062 -0.733 1.644
H: -2.071 -1.690 1.603
H: -1.722 -0.329 0.865
O: 3.734 -1.103 -0.759
H: 3.792 -0.214 -0.511
H: 3.015 -1.472 -0.224
O: -3.971 1.874 0.038
H: -3.049 1.789 -0.194
H: -4.268 0.876 0.028
O: 1.642 -2.837 0.211
H: 1.350 -2.324 0.950
H: 0.908 -2.681 -0.401
O: 3.173 0.220 2.516
H: 2.225 0.065 2.676
H: 3.677 -0.198 3.181
O: -2.911 -1.272 -1.273
H: -2.086 -1.629 -1.034
H: -2.509 -0.419 -1.495
O: -1.390 3.794 -0.928
H: -2.330 3.788 -0.906
H: -1.152 2.871 -1.039
O: -0.418 2.443 1.549
H: -0.355 1.849 0.807
H: -0.693 3.282 1.191
O: 0.769 -1.367 2.387
H: 0.616 -2.103 2.996
H: -0.087 -1.079 2.061
O: 2.308 2.673 -0.828
H: 1.761 1.938 -1.032
H: 3.012 2.319 -0.369
O: -0.419 -3.362 -1.596
H: -0.200 -4.217 -1.265
H: 0.067 -3.214 -2.388

Calculated values
Net charge = -1
DFT total energy = -27083.2918 eV
Molar mass = 243.23 g/mol
HOMO-LUMO gap = 7.6532 eV
HOMO energy = -5.30 eV
Energy relative to the best compared isomer or geometry (same formula, charge and spin) = 2.2635 eV
LUMO energy = 0.0867 Ha


2.
Formula: C4H7IrO2
Source: the Open Molecules 2025 dataset
Level of theory: ωB97M-V/def2-TZVPD

Element x y z (Å)
O: -1.915 1.022 -0.034
C: -2.764 0.027 0.108
C: -2.475 -1.288 -0.040
H: -3.171 -2.025 0.363
H: -3.821 0.334 0.158
H: -1.759 -1.602 -0.805
Ir: -0.193 1.246 -0.236
C: 1.406 -0.194 -0.261
C: 2.350 0.531 -0.947
O: 3.114 1.413 -0.337
H: 0.960 -0.857 -1.056
H: 2.451 0.462 -2.034
H: 1.545 -0.343 0.816
H: 3.088 2.281 -0.759

Calculated values
Net charge = +2
DFT total energy = -11169.1088 eV
Expectation value of S² = 6.0267
Molar mass = 279.31 g/mol
HOMO-LUMO gap (alpha / beta) = 9.8042 / 7.4488 eV
HOMO energy (alpha / beta) = -18.81 / -19.60 eV
Energy relative to the best compared isomer or geometry (same formula, charge and spin) = 0.2094 eV
LUMO energy (alpha / beta) = -0.3311 / -0.4464 Ha
2S+1 = 5


3.
Formula: C4H11N2O3
Source: the Open Molecules 2025 dataset
Level of theory: ωB97M-V/def2-TZVPD

Element x y z (Å)
O: 2.592 0.648 1.199
C: 1.890 -0.041 0.529
C: 0.547 -0.757 0.994
C: -0.065 -1.546 -0.242
C: -0.771 -0.643 -1.279
N: -0.548 -0.950 -2.551
O: -1.494 0.299 -0.946
N: -0.348 0.296 1.538
H: 2.185 -0.085 -0.536
H: 0.840 -1.464 1.774
H: 0.889 -1.917 -0.636
H: -0.636 -2.459 -0.037
H: -1.149 -0.474 -3.214
H: -0.190 -1.830 -2.884
H: -0.979 -0.076 2.248
H: -1.010 0.540 0.688
H: 0.044 1.195 1.816
H: -1.320 2.887 0.198
H: 0.018 3.596 0.650
O: -0.496 2.781 0.691

Calculated values
Net charge = +1
DFT total energy = -13442.8006 eV
Molar mass = 135.14 g/mol
HOMO-LUMO gap = 10.8876 eV
HOMO energy = -14.27 eV
Energy relative to the best compared isomer or geometry (same formula, charge and spin) = 0.4471 eV
LUMO energy = -0.1245 Ha


4.
Formula: C3H12N3
Source: the Open Molecules 2025 dataset
Level of theory: ωB97M-V/def2-TZVPD

Element x y z (Å)
C: 0.686 1.859 1.237
N: 1.003 0.682 0.361
C: 1.457 -0.496 1.141
H: 0.561 2.738 0.585
H: -0.220 1.652 1.813
H: 1.510 2.093 1.902
H: 1.707 0.966 -0.290
H: 0.137 0.454 -0.179
H: 2.342 -0.108 1.656
H: 1.761 -1.354 0.523
H: 0.686 -0.740 1.867
N: -1.213 -2.093 -1.638
C: -1.896 -0.878 -1.673
N: -1.353 0.207 -1.252
H: -1.784 -2.852 -1.625
H: -0.489 -2.153 -0.946
H: -2.911 -0.926 -2.087
H: -1.984 0.948 -1.396

Calculated values
Net charge = +1
DFT total energy = -7769.7207 eV
Molar mass = 90.15 g/mol
HOMO-LUMO gap = 10.7932 eV
HOMO energy = -13.64 eV
Energy relative to the best compared isomer or geometry (same formula, charge and spin) = 0.9098 eV
LUMO energy = -0.1047 Ha


5.
Formula: C6H12N2
Source: the Open Molecules 2025 dataset
Level of theory: ωB97M-V/def2-TZVPD

Element x y z (Å)
C: 0.154 -1.005 2.901
C: 0.180 0.951 -0.124
C: -0.086 -0.166 1.663
C: -1.353 0.145 1.222
N: 0.853 0.224 0.744
N: -1.148 0.891 0.048
H: 0.661 1.214 -1.042
H: -1.879 1.248 -0.523
H: -2.337 -0.236 1.412
H: 0.709 -1.896 2.609
H: -0.883 -1.220 3.203
H: 0.485 -0.393 3.728
C: 0.896 -0.957 -2.300
C: 0.377 0.277 -3.063
H: 0.011 -1.522 -2.023
H: 1.463 -1.473 -3.095
H: 1.690 -0.656 -1.624
H: 1.086 1.122 -3.087
H: -0.500 0.758 -2.644
H: 0.134 0.030 -4.104

Calculated values
DFT total energy = -9395.8540 eV
SMILES = Cc1c[nH]cn1.CC
Molar mass = 112.18 g/mol
HOMO-LUMO gap = 9.3861 eV
HOMO energy = -8.54 eV
Energy relative to the best compared isomer or geometry (same formula, charge and spin) = 0.9957 eV
LUMO energy = 0.0310 Ha


6.
Formula: C11H13FN3
Source: the Open Molecules 2025 dataset
Level of theory: ωB97M-V/def2-TZVPD

Element x y z (Å)
C: 1.133 1.658 -0.887
C: 2.486 2.020 -0.876
C: 3.326 -0.166 -0.126
C: 0.816 0.337 -0.448
C: 1.929 -0.488 0.044
C: 3.511 1.165 -0.464
C: -0.343 -0.372 -0.281
C: -2.793 0.588 0.293
C: -1.882 -0.052 -0.624
C: -4.188 0.909 -0.172
C: 1.846 -2.998 0.753
N: -0.011 -1.722 0.023
N: 1.314 -1.740 0.218
N: -2.440 0.924 1.586
F: 4.795 1.533 -0.598
H: 0.391 2.370 -1.285
H: 2.878 2.950 -1.102
H: 4.135 -0.942 0.101
H: -1.952 0.181 -1.731
H: -2.190 -1.155 -0.479
H: -1.812 0.954 2.312
H: -4.932 0.958 0.581
H: -4.345 0.205 -0.970
H: -4.194 1.875 -0.713
H: 2.421 -2.775 1.559
H: 0.969 -3.645 1.076
H: 2.429 -3.518 -0.008
H: -3.295 0.945 2.217

Calculated values
Net charge = +1
DFT total energy = -18796.4320 eV
SMILES = CC(=[NH2+])Cc1nn(C)c2cc(F)ccc12
Molar mass = 206.24 g/mol
HOMO-LUMO gap = 6.5703 eV
HOMO energy = -11.29 eV
Energy relative to the best compared isomer or geometry (same formula, charge and spin) = 1.1350 eV
LUMO energy = -0.1736 Ha


Q: Which of these has the lowest molar mass?
A: C3H12N3


Q: Which value of energy relative to the best compared isomer or geometry (same formula, charge and spin) does entry 4 give?
A: 0.9098 eV